Record 1
Density functional theory data (ωB97M-V/def2-TZVPD) for C61H52InN3O4P3Si as an isolated structure in a non-equilibrium geometry.

Structure (XYZ):
```
125
Properties=species:S:1:pos:R:3:lowdin_charge:R:1
C -3.813 2.441 2.753 -0.060
C 0.052 2.827 3.896 -0.074
C 5.602 1.462 0.676 -0.065
H 2.413 -0.866 3.371 0.057
O -1.995 -0.854 -1.263 -0.177
H -3.634 -3.076 3.493 0.102
H 6.067 1.008 -0.190 0.109
C -0.464 3.037 5.165 -0.067
H -1.425 3.521 5.282 0.107
O 0.285 -2.112 -1.424 -0.047
C 6.382 2.083 1.642 -0.071
C -0.351 4.188 -0.420 -0.089
C 0.066 3.022 0.241 -0.270
H 2.029 1.670 6.994 0.108
C -2.657 -3.297 -5.037 -0.062
C 3.032 -2.948 -1.793 -0.112
C -3.990 -3.359 2.511 -0.089
C 3.619 1.974 1.953 -0.359
H 1.991 0.121 -7.870 0.110
C -1.210 -1.109 -4.112 -0.283
H 1.523 2.464 -3.544 0.109
C 1.284 2.197 3.727 -0.342
C -4.993 -4.308 2.395 -0.063
P -0.205 0.245 -3.430 1.016
H 1.129 -1.462 4.020 0.041
H -0.509 3.143 3.027 0.087
C -2.813 2.414 1.795 -0.127
Si -0.951 1.417 -0.048 0.720
H -0.086 6.281 -0.761 0.111
O 2.802 -4.404 -3.661 0.059
C -2.980 2.661 -1.602 -0.094
H -5.110 1.248 3.980 0.112
C 1.471 1.993 6.124 -0.073
H 4.071 -4.346 1.113 0.095
C 3.058 -2.486 0.943 -0.196
H -0.147 2.803 7.275 0.107
H 7.458 2.107 1.533 0.109
C -2.588 -1.006 -4.306 -0.082
N 2.545 -1.480 0.195 -0.062
C 1.388 5.500 0.590 -0.056
C -5.413 -4.735 1.143 -0.069
P -2.006 -1.623 1.441 1.077
H 2.923 1.243 4.748 0.101
C 1.979 1.763 4.856 -0.117
C -2.745 0.011 1.872 -0.334
H 3.250 -0.775 -1.652 0.133
C 1.635 1.959 -4.497 -0.080
H 3.821 -4.835 -1.345 0.127
P 1.814 1.722 2.047 1.062
C 0.790 0.890 -4.803 -0.299
C 3.608 -3.626 0.456 -0.079
H 0.236 -0.571 -6.274 0.104
H -3.366 -2.858 -0.778 0.083
C 2.601 -1.584 -1.277 -0.237
C -3.035 2.993 -3.980 -0.056
C -3.786 0.047 2.800 -0.090
C -1.839 1.862 -1.688 -0.255
C -1.259 -2.200 3.022 -0.404
H -2.440 3.355 1.404 0.100
H 6.389 3.174 3.486 0.109
C 2.750 1.674 -6.603 -0.070
C -2.261 1.216 1.326 -0.280
H 1.888 6.447 0.740 0.112
C 1.177 -1.299 -1.774 -0.621
C 0.201 -3.899 3.940 -0.068
H -0.766 -4.325 -5.065 0.118
H 3.264 3.180 -5.158 0.109
C 2.901 -3.270 -3.227 -0.510
C 0.907 0.241 -6.025 -0.074
H 2.985 -2.401 -5.060 0.114
C 1.838 4.365 1.236 -0.069
C 1.889 0.636 -6.924 -0.070
H -4.206 3.388 3.101 0.113
H -3.421 2.853 -0.631 0.097
H -4.377 -2.017 -4.897 0.109
H -4.200 -0.879 3.176 0.096
C 0.026 -3.359 5.210 -0.079
C 4.404 2.625 2.901 -0.099
H -1.208 4.158 -1.076 0.085
H -3.476 3.444 -4.859 0.113
H 3.212 -1.288 -3.778 0.095
N 2.872 -2.187 -4.082 0.167
C -1.413 -1.653 4.292 -0.083
H -4.473 3.813 -2.618 0.114
H -5.132 -4.553 -0.975 0.109
C -0.431 -3.316 2.855 -0.116
C 5.781 2.675 2.743 -0.069
H -5.441 -4.732 3.284 0.110
C -3.417 -2.800 1.370 -0.321
H 2.699 4.432 1.890 0.104
C -0.562 -2.309 -4.399 -0.075
H 3.544 1.949 -7.284 0.109
H -1.549 1.926 -5.087 0.115
O 1.453 -0.906 3.295 -0.110
H -2.791 -1.194 -1.683 0.054
C -3.580 3.210 -2.726 -0.051
C -1.359 1.567 -2.975 -0.286
H -3.106 -0.079 -4.095 0.104
C 4.228 1.406 0.832 -0.094
H 0.827 -4.770 3.799 0.116
C -3.306 -2.099 -4.764 -0.067
C 3.515 -3.876 -0.947 -0.007
C -4.829 -4.205 0.004 -0.069
C -0.769 -2.233 5.380 -0.074
H -0.902 -1.812 6.369 0.113
H 3.016 -2.316 2.014 0.090
C 0.248 2.629 6.283 -0.077
H -1.291 -1.548 -1.336 0.001
C -1.286 -3.399 -4.859 -0.044
N 0.997 -0.141 -2.399 -0.017
H 3.942 3.099 3.758 0.102
C 0.286 5.404 -0.246 -0.060
C -4.315 1.248 3.246 -0.056
C 1.191 3.140 1.075 -0.367
H 0.504 -3.822 6.063 0.111
H -3.220 -4.148 -5.395 0.110
H -6.176 -5.496 1.055 0.110
H 3.609 0.911 0.091 0.081
C 2.607 2.354 -5.398 -0.066
H 0.505 -2.394 -4.249 0.086
C -3.838 -3.243 0.117 -0.083
H -0.292 -3.729 1.859 0.116
H -2.031 -0.777 4.443 0.104
C -1.943 2.152 -4.103 -0.092
In 0.593 -0.596 0.741 0.821
```

Molecular weight, Da: 1126.93
HOMO, eV: -9.06
2S+1: 1
Total charge: +1
LUMO level, eV: -2.89
Frontier orbital gap, eV: 6.169
Energy above the lowest of the compared OMol25 structures with the same formula, charge and spin, eV: 2.2548

Record 2
Density functional theory data (ωB97M-V/def2-TZVPD) for C61H56F8O17Si2 as an isolated structure in a non-equilibrium geometry.

Structure (XYZ):
```
144
Properties=species:S:1:pos:R:3:lowdin_charge:R:1
H -7.520 -4.552 6.974 0.125
O -2.871 0.980 0.429 0.035
C -5.935 10.222 4.930 -0.391
O -4.719 6.782 6.763 0.106
C -2.470 3.615 2.771 0.032
C -5.710 -3.522 6.587 0.038
H 6.382 -2.947 -3.605 0.117
O 0.073 -0.237 6.721 0.071
C 0.980 -0.571 3.896 0.017
C 2.488 -2.893 -2.259 -0.428
H 2.862 -1.027 -3.282 0.099
C 1.379 -1.204 -8.453 -0.120
H -1.238 1.998 2.173 0.102
H -2.314 0.754 6.530 0.124
H 4.090 3.098 -8.291 0.177
H 2.347 -1.134 0.728 0.114
C -2.244 -0.156 7.112 0.017
H 2.465 -2.724 -5.753 0.125
H 6.477 2.445 6.840 0.123
H 1.955 -0.811 -1.753 0.065
C 1.572 -3.566 -1.169 -0.040
H -4.608 3.171 -5.109 0.121
O -8.172 -5.007 4.505 0.112
C -3.186 -1.960 8.477 -0.393
H 0.310 -1.346 -8.142 0.147
H -0.888 -3.177 -4.917 0.042
O -4.308 1.876 -7.337 0.104
H -0.302 1.337 0.140 -0.016
C -4.767 8.070 4.794 0.024
H 1.763 -0.125 -5.458 0.087
C -5.109 -3.257 4.142 0.026
H -5.657 4.296 1.505 0.123
H -4.299 -0.292 7.596 0.131
H -0.536 2.158 -1.517 0.040
H -5.449 -3.337 7.619 0.095
C -3.136 1.975 1.075 -0.364
C 1.518 0.317 -8.797 -0.329
C 4.074 0.836 -8.207 -0.327
C -5.850 8.836 6.952 0.018
O 2.517 -3.736 4.349 0.096
C -0.396 -3.147 -3.910 -0.153
H -1.785 4.033 3.498 0.126
Si 0.450 -1.432 -3.763 0.469
C -1.837 -2.556 8.610 0.032
C -4.718 3.768 1.614 0.025
F 2.815 1.911 -10.039 0.122
F 0.654 0.521 -9.878 0.075
H -2.597 -0.008 -1.560 -0.028
C -4.769 -3.015 5.563 -0.336
C 2.161 -2.715 3.793 -0.394
H 0.907 1.149 -1.257 0.032
C 1.319 -0.312 2.480 -0.359
C 4.804 2.240 -8.364 -0.244
C -1.234 3.816 -5.477 -0.384
H 5.491 -3.873 -1.279 0.133
C -2.027 2.452 -7.354 0.024
C 4.105 -5.631 -3.761 -0.045
F 3.333 -0.211 -10.208 0.114
H 3.361 -6.139 -3.108 0.109
Si -1.146 -0.210 -1.718 0.534
C 1.372 -1.687 4.506 0.005
C -5.080 7.805 6.218 -0.382
O -4.026 5.314 3.248 0.095
C -3.307 -0.717 7.683 -0.005
C 5.844 -3.803 -4.059 -0.027
H 1.321 -4.599 -1.542 0.082
O 4.021 -0.524 4.590 0.113
H 0.350 -3.986 -3.885 0.037
H 3.078 -3.218 1.870 0.115
C 4.515 -4.024 -1.813 -0.169
H -1.766 -3.465 9.194 0.125
C 4.747 -0.236 5.520 -0.359
C -3.394 2.452 -6.784 -0.386
O 7.186 0.726 8.648 0.109
H 0.129 -0.636 -6.069 0.077
H 2.377 -3.508 -3.196 0.107
H 5.497 -5.687 -6.962 0.098
F 5.539 2.312 -9.517 0.084
H -0.022 3.097 -7.151 0.106
H -6.812 10.721 6.874 0.121
H 0.889 -2.931 -6.645 0.122
C 4.348 -6.077 -5.113 -0.082
F 1.016 1.140 -7.800 0.076
C 2.500 -2.455 2.375 0.017
O -0.710 -0.250 -3.367 -0.364
C -1.025 3.086 -6.749 0.018
F 5.047 -0.104 -8.400 0.134
F 3.638 0.789 -6.917 0.125
C 6.076 -4.263 -5.408 -0.072
H -1.121 -3.302 -3.078 0.038
O -3.747 -2.418 5.865 0.091
O -0.321 4.392 -4.923 0.106
O 0.962 0.710 1.924 0.077
C -4.427 2.680 0.905 0.028
H -4.947 9.402 3.157 0.122
H 3.965 -4.808 -1.236 0.119
H 2.155 -3.730 -0.229 0.066
C -0.169 1.255 -0.954 -0.213
H -0.798 -1.420 -0.958 -0.026
H -1.892 1.913 -8.284 0.120
H 1.134 -1.892 5.540 0.100
C 5.280 1.136 5.684 0.027
C 1.661 -2.193 -6.313 -0.197
C 5.131 -1.245 6.533 0.031
O -6.297 11.246 4.387 0.101
C -6.820 -4.173 6.240 0.033
C -6.247 9.957 6.354 0.018
O 2.320 -1.661 -7.509 -0.144
H 6.220 -1.658 8.302 0.123
F 5.696 2.390 -7.310 0.056
H 6.838 -3.733 -6.017 0.102
O 3.846 -2.759 -1.842 -0.135
H -4.204 7.306 4.273 0.090
C 2.008 -1.439 -2.675 -0.160
H 1.485 -1.753 -9.423 0.150
C -2.178 2.526 2.062 0.034
H -6.481 -4.093 2.763 0.124
H 3.745 -6.930 -5.482 0.098
C 4.859 -4.491 -3.269 -0.187
C -3.761 4.320 2.602 -0.372
C 6.462 0.439 7.718 -0.387
C 5.928 -0.933 7.553 0.024
C -3.603 3.182 -5.512 0.020
C -0.899 -0.751 7.244 -0.368
C 5.312 -5.375 -5.913 -0.096
H -5.113 2.262 0.179 0.124
C 2.108 -1.340 1.765 0.031
C -7.160 -4.416 4.820 -0.387
C 1.048 -0.980 -5.535 -0.201
C -5.166 9.192 4.196 0.023
O -4.153 -2.475 9.002 0.079
C -6.218 -3.907 3.797 0.025
H 0.403 0.192 4.402 0.108
H -6.069 8.627 7.992 0.120
C -0.776 -1.995 8.036 0.030
H 4.730 -2.242 6.396 0.124
C 6.077 1.449 6.704 0.023
H 0.218 -2.417 8.121 0.123
C 2.937 0.759 -9.300 -0.282
C -2.601 3.816 -4.906 0.020
H 0.597 -3.059 -1.006 0.045
H -2.736 4.355 -3.977 0.120
H -4.409 -2.878 3.408 0.122
H 4.988 1.860 4.935 0.123
```

Molecular weight, Da: 1269.26
HOMO, eV: -9.29
2S+1: 1
LUMO level, eV: -1.84
Frontier orbital gap, eV: 7.456

Record 3
Density functional theory data (ωB97M-V/def2-TZVPD) for a 2-piece molecular cluster, C61H59F6N3O2 overall in a non-equilibrium geometry.

Structure (XYZ):
```
131
Properties=species:S:1:pos:R:3:lowdin_charge:R:1
C 1.699 4.971 8.838 -0.092
H -2.401 -7.299 -2.708 0.076
C 2.079 8.527 -0.500 -0.090
C -6.408 -0.756 -2.489 -0.038
O 3.932 -2.286 4.375 -0.087
H -2.274 0.864 0.181 0.034
H 1.838 -4.007 -5.512 0.108
H -4.913 -2.425 -5.849 0.080
C 2.210 -0.565 4.196 -0.015
C -0.554 -3.600 -3.123 -0.083
H 2.224 -3.078 5.321 0.095
C -0.043 -5.935 -3.444 -0.024
C 0.949 -5.587 -4.355 -0.045
C -5.042 -0.970 -2.666 -0.115
C 3.526 0.359 1.911 -0.024
H -0.681 -6.921 -0.757 0.083
C 3.601 -1.138 -1.306 0.056
C 2.504 6.018 2.321 -0.063
H -7.057 -0.733 -3.368 0.113
H -4.630 0.284 2.151 0.088
H -3.371 -5.902 -3.236 0.084
C -6.958 -0.565 -1.225 -0.057
C 2.799 -0.064 -1.683 -0.107
H 1.481 5.009 9.907 0.098
C -2.871 -6.363 -2.375 -0.058
H -6.416 -1.964 -5.035 0.073
C -0.807 -4.950 -2.816 -0.122
C 2.611 5.996 6.837 -0.020
C -1.417 0.361 -0.250 0.020
H -0.421 -5.272 -0.140 0.075
H -1.921 -6.149 0.259 0.082
C 3.463 1.240 -2.050 -0.502
H -0.400 0.697 -0.077 0.020
H -3.366 -3.272 1.947 0.083
O 3.040 7.089 4.386 0.021
C 2.290 4.798 1.720 0.030
H -1.822 -1.947 -5.177 0.060
H -6.592 -0.591 0.888 0.106
H 1.716 -0.517 -5.804 0.085
H 1.304 2.932 6.131 0.096
C -5.368 -2.244 -4.866 -0.063
H -3.621 -3.440 0.197 0.061
H 1.713 6.418 -0.236 0.099
C 2.398 1.075 2.404 -0.224
H 1.169 -3.502 -0.983 0.129
C -0.903 -1.669 -5.707 -0.038
C 2.047 2.316 1.766 0.062
C 2.336 6.047 8.202 -0.078
C 4.034 -0.729 2.565 -0.003
C 3.800 -3.516 -0.522 -0.503
H 0.796 0.677 -1.975 0.136
C -1.180 -5.966 -0.532 -0.055
N -2.534 -2.414 -2.388 0.144
H 3.823 -3.606 5.927 0.091
H -5.509 -1.212 2.562 0.074
C 1.651 -1.565 -5.495 -0.070
C -6.149 -0.689 -0.102 -0.032
C 0.810 -1.428 -1.507 -0.123
F 4.102 1.163 -3.260 0.125
C 2.096 7.330 0.224 -0.035
H -3.636 -6.614 -1.628 0.083
H 0.857 2.992 8.554 0.099
N -2.805 -1.301 -1.661 0.028
C -0.619 -1.544 -1.622 -0.137
H 2.479 -1.763 -4.800 0.086
C 0.318 -1.855 -4.803 -0.359
H 3.224 -1.956 6.315 0.095
C -4.522 0.152 -4.869 -0.061
C 1.108 -4.259 -4.741 -0.023
F 2.585 2.289 -2.129 0.113
H -3.935 0.884 -4.301 0.085
N -1.193 -2.552 -2.367 0.030
C -4.568 -1.174 -4.111 -0.393
H -0.224 -6.984 -3.207 0.117
C 2.242 4.887 6.043 -0.141
C 2.157 3.563 2.447 -0.174
C -1.847 -5.385 -1.783 -0.383
H -4.055 0.021 -5.853 0.075
C 2.960 9.710 1.412 -0.078
H -5.015 -3.339 1.289 0.088
H -8.015 -0.342 -1.111 0.106
C 2.985 -2.359 -1.036 -0.091
C 3.015 8.507 2.112 -0.024
H 3.369 8.534 3.139 0.095
C 2.475 9.733 0.096 -0.093
F 3.270 -4.728 -0.889 0.113
H 4.671 -1.023 -1.204 0.141
H 2.405 10.675 -0.449 0.098
F 5.089 -3.488 -0.973 0.122
C 2.572 7.285 1.560 -0.146
H 3.085 6.858 6.375 0.098
C 1.623 -2.532 -1.174 0.080
H 1.782 -2.186 -6.390 0.077
C -4.534 -0.800 2.276 -0.079
H 4.069 0.759 1.050 0.105
C 2.370 4.826 4.571 -0.060
H -5.350 -3.190 -4.310 0.083
H -3.838 -0.994 3.098 0.083
H 2.271 2.702 4.417 0.094
H -2.398 -4.477 -1.506 0.092
H 0.217 -1.137 -3.977 0.114
H 3.299 10.629 1.894 0.103
C 1.741 0.568 3.558 -0.039
C -1.613 -0.731 -1.112 -0.229
H 2.072 2.361 0.678 0.107
C 0.318 -3.258 -4.184 -0.118
H 1.702 -0.946 5.081 0.099
C -4.000 -2.959 1.109 -0.043
H 1.591 -6.344 -4.794 0.109
C -4.787 -0.969 -0.235 -0.122
C 3.247 -2.756 5.564 -0.061
H -3.549 -1.558 -4.038 0.074
H 0.884 1.095 3.977 0.121
F 3.851 -3.520 0.851 0.120
C 1.424 -0.181 -1.733 0.048
C 3.393 -1.204 3.740 -0.250
H 2.621 6.931 8.774 0.102
F 4.415 1.600 -1.124 0.103
C -4.201 -0.983 -1.522 -0.062
H 4.944 -1.226 2.232 0.123
H -2.990 -1.079 0.832 0.088
C 1.616 3.803 6.711 -0.035
C 2.662 6.053 3.799 -0.243
H -1.002 -0.623 -6.024 0.088
H 2.335 4.713 0.633 0.113
C 1.345 3.844 8.080 -0.090
H -5.524 0.576 -5.026 0.082
H 1.754 8.520 -1.541 0.099
H -0.828 -2.301 -6.604 0.092
C -4.011 -1.432 0.989 -0.382
C 2.230 3.645 3.877 0.032
```

Molecular weight, Da: 980.15
HOMO, eV: -6.57
2S+1: 1
LUMO level, eV: -1.10
Frontier orbital gap, eV: 5.474

Look up the frontier orbital gap of the third one. 5.474 eV

Look up the 2S+1 of the second one. 1